C40H28Cl5N4O7S3W | ωB97M-V/def2-TZVPD

Summary:
HOMO-LUMO gap (spin up / spin down), eV: 6.90 / 6.76
E_HOMO (spin up / spin down), eV: -10.091 / -10.196
E_LUMO (spin up / spin down), Ha: -0.1173 / -0.1261

```
! wB97M-V def2-TZVPD RIJCOSX def2/J DEFGRID3
* xyz 1 1
W 0.10013 -0.23745 0.41971
O 2.75002 4.58093 -4.09020
C 3.56470 3.54580 -3.58821
C 2.75498 2.68820 -2.66102
C 3.35302 1.64167 -1.96248
C 2.58717 0.84644 -1.14825
N 1.26085 1.02186 -0.99928
C 0.69527 2.07334 -1.61005
C 1.40844 2.91366 -2.45556
C -0.71558 2.26364 -1.27810
C -1.52586 3.21128 -1.88109
C -2.86026 3.30163 -1.52528
C -3.75240 4.35132 -2.14164
O -3.32881 4.74216 -3.43017
C -3.33708 2.39964 -0.58285
C -2.47628 1.48142 -0.02664
N -1.16837 1.42327 -0.33195
H 3.25044 5.10317 -4.72364
H 4.42690 3.94129 -3.03927
H 3.94939 2.90884 -4.39371
H 4.41115 1.43403 -2.05367
H 3.03463 0.04032 -0.58843
H 0.92779 3.74739 -2.94235
H -1.13468 3.87096 -2.64140
H -3.70729 5.24859 -1.52060
H -4.78996 4.00773 -2.13313
H -3.61724 4.08501 -4.07178
H -4.37456 2.40069 -0.27537
H -2.83068 0.74561 0.67502
Cl -2.01425 -0.33522 -2.73274
C -2.22983 -1.55232 -1.51163
C -1.45801 -1.51350 -0.35400
C -1.64740 -2.57475 0.52244
Cl -0.59664 -2.55797 1.91864
C -2.55673 -3.60284 0.34496
Cl -2.73216 -4.83875 1.51822
C -3.32371 -3.59117 -0.81858
Cl -4.44789 -4.85168 -1.10586
C -3.15545 -2.56759 -1.75447
Cl -4.07637 -2.58871 -3.20346
O 0.07050 -0.25216 3.82135
C -0.91982 0.18685 3.27987
O -1.07179 0.29554 1.96633
C -2.08846 0.69256 4.06908
C -2.23386 0.29422 5.39501
C -3.31340 0.73583 6.14516
C -4.25296 1.59008 5.58571
C -4.07801 1.98236 4.27167
C -3.01553 1.55332 3.50383
N -5.06373 2.88767 3.64904
O -5.95552 3.31397 4.34516
O -4.91747 3.14646 2.46708
H -1.49548 -0.37077 5.82234
H -3.42857 0.41300 7.17046
H -5.10363 1.94926 6.14583
H -2.91201 1.90780 2.49366
O 1.35239 -1.46550 -0.13173
C 2.08803 -2.52423 -0.78347
C 1.24569 -3.78169 -0.82144
C 1.13586 -4.71071 0.17415
C 0.24741 -5.76633 -0.14697
C -0.29721 -5.61801 -1.38696
S 0.27310 -4.21896 -2.17488
C 2.41648 -2.04132 -2.18766
C 1.51887 -1.53177 -3.08109
C 2.12087 -1.12465 -4.29873
C 3.46776 -1.32615 -4.29767
S 4.00787 -2.01889 -2.83345
C 3.32490 -2.74109 0.06440
C 3.73732 -1.98770 1.12283
C 4.95149 -2.45972 1.69400
C 5.42677 -3.56134 1.05604
S 4.40619 -4.04625 -0.22594
H 1.67704 -4.64020 1.10699
H 0.03112 -6.59737 0.50757
H -0.99002 -6.27405 -1.89048
H 0.46490 -1.42640 -2.86670
H 1.57605 -0.71154 -5.13545
H 4.17081 -1.13585 -5.09286
H 3.17831 -1.14146 1.49415
H 5.43983 -2.00645 2.54401
H 6.31842 -4.12611 1.27500
C 2.90011 1.73845 3.78460
C 2.16373 1.29341 2.61719
N 1.56646 0.89650 1.72575
H 3.01810 2.82021 3.76931
H 3.88093 1.26540 3.79530
H 2.34274 1.43584 4.67049
*
```

Atomic partial charges in e from the Mulliken method, atoms 1 to 8: 1.39, -0.50, -0.56, 0.08, -1.07, -0.57, 0.18, 0.39

C40H28N7RuS3 | ωB97M-V/def2-TZVPD

Summary:
HOMO-LUMO gap (spin up / spin down), eV: 6.33 / 3.90
E_HOMO (spin up / spin down), eV: -14.815 / -14.823
⟨S²⟩: 6.040
E_LUMO (spin up / spin down), Ha: -0.3117 / -0.4013

```
! wB97M-V def2-TZVPD RIJCOSX def2/J DEFGRID3
* xyz 3 5
Ru -0.34821 -0.47075 -0.11010
N 2.75935 -2.08182 2.90256
C 2.03888 -1.92340 1.80533
N 1.35682 -0.84273 1.52396
C 1.39679 0.23401 2.39747
N 0.80398 1.35082 2.10828
N 0.12186 1.31936 0.91508
C -0.30691 2.44150 0.46997
C -1.06227 2.45301 -0.77868
C -1.59919 3.61065 -1.30957
C -2.30545 3.52709 -2.50484
C -2.44543 2.29470 -3.11869
C -1.87700 1.17825 -2.52172
N -1.19722 1.25288 -1.37955
C 2.12858 0.10340 3.64714
C 2.16784 1.11807 4.61072
C 2.88216 0.92877 5.77287
C 3.56394 -0.27134 5.99677
C 3.53747 -1.28603 5.06104
C 2.81926 -1.08672 3.88860
H 3.28772 -2.93480 3.02695
H 2.03444 -2.74749 1.10027
H -0.10488 3.35036 1.02710
H -1.46963 4.55512 -0.79866
H -2.73749 4.41477 -2.94672
H -2.98741 2.18702 -4.04748
H -1.96289 0.19803 -2.97552
H 1.63598 2.04044 4.42621
H 2.92136 1.71311 6.51566
H 4.11955 -0.40908 6.91438
H 4.06655 -2.21492 5.23378
S 4.69320 2.33392 -0.79100
C 6.20586 2.90456 -1.33426
C 6.60769 2.27779 -2.47449
C 5.67308 1.31462 -2.91963
C 4.57108 1.22430 -2.10828
C 3.42228 0.34168 -2.26357
C 2.39383 0.34000 -1.29994
N 1.32852 -0.43946 -1.38349
C 1.19722 -1.28618 -2.43407
C 2.15775 -1.36243 -3.44324
C 1.93666 -2.28402 -4.52658
C 0.82379 -3.04695 -4.57606
C -0.18175 -2.96507 -3.54862
C -1.37732 -3.69460 -3.56831
C -2.32770 -3.54040 -2.56700
C -2.01136 -2.65634 -1.52103
N -0.87569 -1.96478 -1.46350
C 0.02762 -2.09306 -2.48000
C -3.60334 -4.24595 -2.56359
C -4.69775 -4.00466 -1.76741
C -5.78186 -4.86373 -2.05092
C -5.49477 -5.74161 -3.05525
S -3.91956 -5.53195 -3.66159
C 3.27714 -0.52639 -3.33759
H 6.71806 3.67711 -0.78352
H 7.53693 2.49594 -2.97821
H 5.82489 0.71915 -3.80822
H 2.44765 0.98739 -0.43370
H 2.68137 -2.35166 -5.30886
H 0.66532 -3.73430 -5.39668
H -1.56296 -4.37088 -4.39472
H -2.69607 -2.51358 -0.69752
H -4.75150 -3.22184 -1.02307
H -6.73471 -4.82954 -1.54523
H -6.13138 -6.50506 -3.47349
H 4.03128 -0.56392 -4.11296
S -2.01493 -0.92492 1.43080
C -1.98052 -2.30863 2.43609
C -3.07823 -3.19801 2.39449
C -3.10695 -4.27982 3.24328
C -2.08273 -4.46036 4.17437
C -1.01003 -3.56528 4.24877
C -0.94787 -2.49917 3.38487
H -3.88408 -3.02370 1.69374
H -3.93291 -4.97661 3.20852
H -2.12936 -5.29574 4.86064
H -0.24345 -3.70664 4.99845
H -0.14253 -1.78036 3.44586
*
```

Atomic partial charges in e from the Mulliken method, atoms 1 to 8: 0.21, 0.17, -0.95, 0.56, 0.06, -1.37, 1.24, -0.42

Q: Which F_max values were calculated for the entries above? A: 0.0132, 0.0108, in Eh/bohr.